[1]
Entry from the Open Molecules 2025 dataset: one molecule with the formula C8H7OP in a non-equilibrium geometry (wB97M-V/def2-TZVPD).

Properties
E_LUMO	-0.0163	hartree
E_HOMO	-7.9628	eV
relative energy (zero: lowest compared OMol25 entry of this formula, charge and spin)	221.3	kJ/mol
SMILES string	C=C=C1C=CC=C[C@H]1P=O
multiplicity	1
orbital gap	0.2763	hartree
max |F|	3.6	eV Å⁻¹
charge	0

```
17
C8H7OP | the Open Molecules 2025 dataset | wB97M-V/def2-TZVPD
C -1.12694 -1.52617 -2.48020
C -0.75400 -0.77278 -1.51169
C -0.23167 -0.07369 -0.55330
C -0.20053 1.36927 -0.35870
C 0.52213 1.91153 0.65106
C 1.43853 1.06567 1.34272
C 1.52073 -0.21048 1.13185
C 0.27355 -0.82134 0.60062
P -1.02533 -0.52582 2.00556
O -2.35176 -0.67878 1.42067
H -2.13238 -1.84980 -2.42596
H -0.52166 -1.79959 -3.27358
H -0.77960 2.02776 -0.99974
H 0.56524 2.98662 0.86795
H 2.22434 1.64244 1.70286
H 2.33654 -0.71144 1.49719
H 0.24279 -2.03341 0.38269
```

[2]
Entry from the Open Molecules 2025 dataset: C8H8CdO5 as an isolated structure in a non-equilibrium geometry (wB97M-V/def2-TZVPD).

Properties
E_LUMO	-0.3821	hartree
E_HOMO	-17.1327	eV
multiplicity	1
orbital gap	0.2475	hartree
max |F|	6.3	eV Å⁻¹
charge	+2

```
22
C8H8CdO5 | the Open Molecules 2025 dataset | wB97M-V/def2-TZVPD
Cd 0.30565 -1.18843 -2.19922
O -0.60225 3.99589 -1.44856
C -0.38625 2.95121 -1.83070
C 2.40837 -0.84375 -1.83800
O 3.51307 -0.95388 -1.52572
C -1.81095 -1.58657 -1.86473
O -2.79946 -2.07630 -1.56194
C 0.05167 -0.01324 -4.57342
O -0.02829 0.17732 -5.68886
C -0.49968 0.56684 2.53963
C -0.07595 -0.90514 2.38218
C 0.70549 -0.96045 1.08351
O 0.28567 0.15403 0.25572
C -0.44366 1.09313 1.13755
H -1.44580 0.67617 3.02600
H 0.23145 1.11805 3.13456
H -0.97650 -1.51391 2.27438
H 0.50744 -1.15918 3.22362
H 1.77141 -0.78448 1.24522
H 0.54957 -1.86257 0.50745
H -1.41399 1.11443 0.65400
H 0.15299 2.00084 1.06733
```